Computed, not measured: a 2-piece molecular cluster, CH4FP overall, with wB97M-V/def2-TZVPD.

Calculated values
ΔE to the lowest compared entry with this formula, charge and spin: 255.5 kJ/mol
Orbital gap: 9.30 eV
HOMO: -10.7560 eV
LUMO: -1.454 eV

```
7
CH4FP, DFT wB97M-V/def2-TZVPD
C 0.17394 0.19690 -0.77320
F -0.91239 0.53966 2.14992
P -0.79223 -0.87666 0.36702
H 0.27628 1.03746 -0.19722
H -0.16594 0.60763 -1.68757
H 1.12124 -0.43348 -1.02568
H 0.29910 -1.07151 1.16673
```

Charges per atom according to Löwdin partitioning, unit e:
1 C -0.391
2 F -0.556
3 P 0.979
4 H -0.014
5 H 0.012
6 H 0.080
7 H -0.109

---

Computed, not measured: one molecule with the formula CH4INOS, with wB97M-V/def2-TZVPD.

Calculated values
ΔE to the lowest compared entry with this formula, charge and spin: 189.5 kJ/mol
Orbital gap (spin up / spin down): 7.49 / 7.49 eV
HOMO (spin up / spin down): -9.0559 / -9.0530 eV
LUMO (spin up / spin down): -1.568 / -1.568 eV
SMILES: C[S@@](=N)(=O)I

```
9
CH4INOS, DFT wB97M-V/def2-TZVPD
C -0.67248 1.03411 -0.22247
S 0.35838 -0.47251 -0.22937
N -0.30172 -1.34634 1.26148
O 0.41518 -1.00258 -1.54336
I 2.68976 0.34596 0.29217
H -0.51198 1.33057 0.84701
H -0.16415 1.63413 -1.03696
H -1.74080 0.81279 -0.48843
H -0.07218 -2.33613 1.11992
```

Charges per atom according to Löwdin partitioning, unit e:
1 C -0.239
2 S 0.331
3 N -0.239
4 O -0.459
5 I 0.448
6 H 0.060
7 H 0.071
8 H 0.082
9 H -0.055

---

Computed, not measured: CH4INOS as an isolated structure, with wB97M-V/def2-TZVPD.

Calculated values
ΔE to the lowest compared entry with this formula, charge and spin: 439.7 kJ/mol
Orbital gap (spin up / spin down): 6.95 / 6.95 eV
HOMO (spin up / spin down): -9.4143 / -9.4132 eV
LUMO (spin up / spin down): -2.462 / -2.460 eV

```
9
CH4INOS, DFT wB97M-V/def2-TZVPD
C -0.45158 -0.94248 0.51546
N -1.04633 1.29998 -1.33635
O 0.58732 1.38715 1.32134
S 0.53683 0.55400 0.14773
I 2.89914 -0.29354 0.07807
H -0.97912 -1.01374 1.45932
H -1.04967 -1.09910 -0.39455
H 0.27318 -1.72605 0.30240
H -0.76977 1.83377 -2.09342
```

Charges per atom according to Löwdin partitioning, unit e:
1 C -0.278
2 N -0.027
3 O -0.546
4 S 0.413
5 I 0.470
6 H 0.069
7 H 0.039
8 H 0.002
9 H -0.141

---

Computed, not measured: a 2-piece molecular cluster, CH4INOS overall, with wB97M-V/def2-TZVPD.

Calculated values
ΔE to the lowest compared entry with this formula, charge and spin: 78.9 kJ/mol
Orbital gap (spin up / spin down): 8.50 / 7.78 eV
HOMO (spin up / spin down): -8.9867 / -9.3567 eV
LUMO (spin up / spin down): -0.484 / -1.578 eV
Multiplicity: 3

```
9
CH4INOS, DFT wB97M-V/def2-TZVPD
C 0.45386 0.41246 1.08771
N 1.08083 -0.78655 -1.95586
O -1.42518 -1.11655 0.12869
S -0.70100 0.00193 -0.31116
I -2.25849 1.99307 -0.39932
H 0.32555 -0.27283 1.81210
H 1.39936 -0.02450 0.62326
H 0.49925 1.40507 1.42203
H 0.62583 -1.61210 -2.40745
```

Charges per atom according to Löwdin partitioning, unit e:
1 C -0.256
2 N 0.050
3 O -0.544
4 S 0.378
5 I 0.339
6 H -0.002
7 H 0.060
8 H 0.023
9 H -0.047

---

Computed, not measured: one molecule with the formula CH4INP2, with wB97M-V/def2-TZVPD.

Calculated values
ΔE to the lowest compared entry with this formula, charge and spin: 163.2 kJ/mol
Orbital gap (spin up / spin down): 6.34 / 6.33 eV
HOMO (spin up / spin down): -8.3025 / -8.3015 eV
LUMO (spin up / spin down): -1.967 / -1.968 eV
SMILES: C/P=N\PI

```
9
CH4INP2, DFT wB97M-V/def2-TZVPD
C -0.21864 -0.89779 -1.59632
P -0.71632 -1.53520 0.07968
N -0.28375 -0.21210 0.88695
P 0.80313 0.74072 1.58376
I 0.78614 2.40838 4.15317
H 0.19832 0.07588 -1.71737
H -1.29862 -0.89747 -2.05274
H 0.33754 -1.65064 -2.24880
H 0.39221 1.96824 0.91166
```

Charges per atom according to Löwdin partitioning, unit e:
1 C -0.375
2 P 0.862
3 N -0.775
4 P 0.551
5 I -0.241
6 H 0.006
7 H 0.049
8 H 0.045
9 H -0.121

---

Computed, not measured: a 2-piece molecular cluster, CH4INS overall, with wB97M-V/def2-TZVPD.

Calculated values
ΔE to the lowest compared entry with this formula, charge and spin: 182.3 kJ/mol
Orbital gap: 7.34 eV
HOMO: -8.6988 eV
LUMO: -1.363 eV
SMILES: CN=S.I

```
8
CH4INS, DFT wB97M-V/def2-TZVPD
C 1.03621 0.67297 0.35725
N -0.35562 0.66224 -0.04419
S -0.76747 0.98918 -1.50615
H 1.46932 -0.27288 0.49025
H 1.81904 1.14899 -0.35506
H 1.01776 1.15332 1.44453
I -2.61221 -2.76844 -0.39924
H -1.60702 -1.58539 0.01261
```

Charges per atom according to Löwdin partitioning, unit e:
1 C -0.271
2 N -0.614
3 S 0.658
4 H 0.040
5 H 0.088
6 H 0.119
7 I 0.386
8 H -0.406

---

Computed, not measured: CH4IOP as an isolated structure, with wB97M-V/def2-TZVPD.

Calculated values
ΔE to the lowest compared entry with this formula, charge and spin: 291.1 kJ/mol
Orbital gap: 8.61 eV
HOMO: -8.5966 eV
LUMO: 0.010 eV

```
8
CH4IOP, DFT wB97M-V/def2-TZVPD
C -0.79190 1.22550 -0.18394
O 0.85292 0.29709 0.19145
P 0.70882 -1.29406 -0.06887
I -2.28418 -0.27747 -0.39647
H -0.51280 1.59794 -1.14727
H -0.90026 1.66134 0.86303
H 2.02701 -1.25780 -0.36950
H 0.90039 -1.95253 1.11158
```

Charges per atom according to Löwdin partitioning, unit e:
1 C -0.485
2 O -0.651
3 P 0.589
4 I 0.742
5 H 0.004
6 H 0.048
7 H -0.107
8 H -0.140

---

Computed, not measured: a 2-piece molecular cluster, CH4IP overall, with wB97M-V/def2-TZVPD.

Calculated values
ΔE to the lowest compared entry with this formula, charge and spin: 310.2 kJ/mol
Orbital gap (spin up / spin down): 7.60 / 8.30 eV
HOMO (spin up / spin down): -8.3067 / -9.4278 eV
LUMO (spin up / spin down): -0.707 / -1.128 eV

```
7
CH4IP, DFT wB97M-V/def2-TZVPD
C -0.58489 0.59185 0.21983
P 1.18469 0.07917 0.19672
I 0.96822 -2.08180 1.23848
H -0.88751 0.81357 1.24788
H -1.23631 -0.17965 -0.18703
H -0.68362 1.49909 -0.37203
H 1.23941 -0.72222 -2.34385
```

Charges per atom according to Löwdin partitioning, unit e:
1 C -0.554
2 P 0.249
3 I 0.230
4 H 0.021
5 H 0.009
6 H 0.013
7 H 0.032

---

Energy, respectively: -481.621498, -866.260545, -866.165252, -866.196212, -1075.588528, -791.046945, -754.671576, -679.432799 Ha.